Formula: C28H33Br2N5O9
Source: the Open Molecules 2025 dataset
Level of theory: wB97M-V/def2-TZVPD

Summary:
Maximum force = 3.78 eV/Å
DFT total energy = -195516.2179 eV
Charge = 0
Energy above the lowest of the compared OMol25 structures with the same formula, charge and spin = 492.45 kJ/mol
M = 743.4 g/mol

XYZ file:
```
77
Properties=species:S:1:pos:R:3:forces:R:3
N -2.264 1.234 0.045 -0.4 -0.4 0.3
H -1.625 0.959 -0.688 0.4 -0.3 -0.3
H -2.154 0.660 0.868 0.9 -0.5 0.8
H -3.217 1.024 -0.216 -0.6 0.4 -0.6
H -2.122 2.202 0.296 -0.1 0.5 0.1
C 2.604 -0.895 4.048 -0.2 0.5 -0.7
C 1.261 -1.516 4.373 -2.4 1.0 -0.6
O 0.057 -0.782 3.996 2.3 -0.9 0.4
H 2.777 -0.833 2.974 0.0 -0.1 -0.3
H 3.427 -1.467 4.477 0.1 0.0 0.2
H 2.605 0.137 4.399 0.2 0.0 0.3
H 1.327 -1.710 5.444 -0.4 0.2 0.8
H 1.217 -2.526 3.966 0.1 -0.5 -0.5
Br -6.801 -6.022 4.143 0.2 0.4 0.3
C -5.094 -5.043 4.087 0.0 -0.7 -0.4
C -4.670 -4.956 2.618 0.3 -0.1 0.1
Br -5.786 -3.625 1.671 0.6 -0.3 0.2
H -4.441 -5.642 4.722 0.2 -0.2 -0.5
H -5.139 -4.088 4.610 -0.5 0.1 -0.5
H -4.763 -5.868 2.028 -0.7 -0.1 0.5
H -3.604 -4.772 2.488 -0.1 0.9 0.3
C 6.439 -1.669 -6.517 -2.2 0.3 -0.1
C 5.069 -1.448 -6.845 0.2 0.1 1.9
C 4.223 -0.843 -5.882 1.3 0.1 1.2
C 4.796 -0.396 -4.669 0.3 -0.4 -1.3
C 6.164 -0.606 -4.378 -2.9 1.7 1.7
C 6.914 -1.237 -5.263 2.1 -1.3 -2.9
N 3.975 0.339 -3.712 -2.5 0.0 2.0
O 2.733 0.348 -3.765 1.1 -0.6 -1.7
O 4.488 0.865 -2.751 1.6 0.2 -0.2
H 7.035 -2.236 -7.217 0.3 0.2 0.1
H 4.530 -1.802 -7.711 0.6 -0.2 -0.4
H 3.149 -0.787 -5.980 0.0 0.2 -0.3
H 6.590 -0.256 -3.449 -0.2 0.1 0.0
H 7.974 -1.301 -5.064 0.1 -0.4 0.1
C 2.913 -6.388 -2.738 -1.4 -0.6 -0.7
C 2.454 -5.358 -1.919 -0.3 0.4 -1.5
C 1.352 -4.563 -2.317 -0.1 -0.7 0.3
C 0.586 -4.929 -3.447 1.1 -1.2 -0.3
C 0.991 -6.040 -4.203 1.3 -1.7 0.2
C 2.142 -6.831 -3.858 0.0 2.7 1.6
N -0.671 -4.250 -3.875 -0.6 2.6 2.4
O -0.992 -3.250 -3.153 0.8 -2.2 -1.7
O -1.348 -4.649 -4.793 0.8 -0.2 0.3
H 3.821 -6.904 -2.463 0.0 -0.2 0.0
H 3.032 -5.145 -1.032 -0.2 0.4 0.1
H 1.095 -3.741 -1.665 -0.3 0.1 -0.2
H 0.446 -6.426 -5.052 -0.4 0.5 0.0
H 2.521 -7.698 -4.380 -0.5 0.1 -0.4
C -6.431 3.994 -0.906 -0.6 -0.6 -1.8
C -5.520 4.823 -1.606 -0.6 -1.6 -0.1
C -5.130 4.496 -2.925 0.5 0.1 0.1
C -5.670 3.389 -3.583 -1.0 0.1 1.0
C -6.666 2.677 -2.922 -1.1 -1.0 0.5
C -7.100 2.912 -1.595 2.7 2.1 -0.1
N -5.257 2.938 -4.960 0.8 -1.1 -1.3
O -4.348 3.551 -5.505 -0.7 0.2 0.9
O -5.745 1.922 -5.490 0.0 1.8 1.8
H -6.683 4.224 0.119 0.0 0.0 0.1
H -5.089 5.647 -1.057 0.2 0.1 -0.3
H -4.348 5.065 -3.406 -0.1 0.1 -0.1
H -7.149 1.868 -3.448 0.1 -0.1 -0.2
H -7.783 2.284 -1.042 -0.2 -0.1 -0.4
C 2.323 5.808 8.730 0.7 0.5 -0.5
C 1.107 5.350 8.282 -0.3 0.0 -0.1
C 0.790 5.270 6.930 0.5 0.4 -0.4
C 1.743 5.743 5.993 -0.5 -0.1 2.0
C 3.006 6.170 6.446 -0.5 -0.5 -0.1
C 3.309 6.201 7.823 -0.8 0.0 -0.7
N 1.409 5.855 4.569 -0.2 -1.1 -2.2
O 2.343 5.966 3.771 -0.6 0.3 1.1
O 0.241 5.733 4.168 1.2 0.3 1.5
H 2.466 5.899 9.797 0.2 0.0 0.0
H 0.396 5.128 9.065 -0.4 -0.4 -0.3
H -0.161 4.837 6.659 0.0 0.3 -0.4
H 3.687 6.391 5.637 0.4 0.4 0.3
H 4.241 6.593 8.202 0.2 -0.1 -0.3
```
Forces are in eV/Å.



Formula: C24H39N11NaOSSbSi3
Source: the Open Molecules 2025 dataset
Level of theory: wB97M-V/def2-TZVPD

Summary:
Maximum force = 0.23 eV/Å
DFT total energy = -89384.7313 eV
Charge = -2
Energy above the lowest of the compared OMol25 structures with the same formula, charge and spin = 25.67 kJ/mol
M = 758.7 g/mol

XYZ file:
```
81
Properties=species:S:1:pos:R:3:forces:R:3
Na 1.115 -0.447 1.178 0.1 0.0 0.0
N 3.875 1.632 2.259 0.0 -0.2 0.1
C 4.067 0.924 1.086 0.0 0.1 -0.1
N 5.282 0.575 0.675 0.0 0.0 0.0
N 5.061 -0.030 -0.510 0.0 0.0 0.0
N 3.798 -0.039 -0.779 0.0 0.0 0.1
N 3.116 0.576 0.222 -0.1 -0.2 0.1
C 2.664 1.928 2.874 0.0 0.0 0.0
N 2.504 3.022 3.610 0.0 0.0 0.0
N 1.230 2.940 4.042 0.0 0.0 0.0
N 0.667 1.874 3.564 0.0 0.0 0.0
N 1.559 1.188 2.822 0.1 0.0 0.0
H 4.711 1.913 2.737 0.0 0.1 0.0
C 1.264 5.792 -1.543 0.0 0.0 0.0
Si 1.390 4.680 -0.018 0.0 0.0 0.0
C 3.206 4.404 0.325 0.0 0.0 0.0
C 0.585 5.571 1.422 0.0 0.0 0.0
Sb 0.214 2.434 -0.326 0.0 0.0 0.0
Si -2.167 3.292 -0.591 0.0 0.0 0.0
C -2.447 4.958 -1.439 0.0 0.0 0.0
C -2.856 3.430 1.153 0.0 0.0 0.0
C -3.163 2.004 -1.540 0.0 0.0 0.0
Si 0.814 2.110 -2.786 0.0 0.0 0.0
C 2.657 2.342 -3.036 0.0 0.0 0.0
C 0.375 0.335 -3.213 0.0 0.0 0.0
C -0.097 3.243 -3.994 0.0 0.0 0.0
H 1.736 6.757 -1.325 0.0 0.0 0.0
H 0.229 5.976 -1.834 0.0 0.0 0.0
H 1.783 5.352 -2.397 0.0 0.0 0.0
H 3.742 5.357 0.267 0.0 0.0 0.0
H 3.654 3.707 -0.386 0.0 0.0 0.0
H 3.343 3.991 1.325 0.0 0.0 0.0
H 1.117 6.505 1.632 0.0 0.0 0.0
H 0.622 4.949 2.320 0.0 0.0 0.0
H -0.459 5.815 1.209 0.0 0.0 0.0
H -1.960 5.765 -0.886 0.0 0.0 0.0
H -3.519 5.178 -1.483 0.0 0.0 0.0
H -2.055 4.960 -2.458 0.0 0.0 0.0
H -2.380 4.255 1.689 0.0 0.0 0.0
H -2.642 2.521 1.720 0.0 0.0 0.0
H -3.937 3.602 1.147 0.0 0.0 0.0
H -2.848 1.949 -2.584 0.0 0.0 0.0
H -4.231 2.245 -1.519 0.0 0.0 0.0
H -3.026 1.017 -1.093 0.0 0.0 0.0
H 3.208 1.655 -2.388 0.0 0.0 0.0
H 2.977 3.362 -2.814 0.0 0.0 0.0
H 2.922 2.120 -4.075 0.0 0.0 0.0
H 0.972 -0.346 -2.602 0.0 0.0 0.0
H 0.584 0.122 -4.266 0.0 0.0 0.0
H -0.681 0.125 -3.021 0.0 0.0 0.0
H 0.119 4.295 -3.793 0.0 0.0 0.0
H -1.179 3.105 -3.938 0.0 0.0 0.0
H 0.220 3.020 -5.018 0.0 0.0 0.0
N -2.494 -1.795 1.274 0.1 0.0 0.0
C -3.656 -2.409 1.548 0.0 0.0 0.0
C -4.620 -1.426 1.616 0.0 0.0 0.0
C -3.914 -0.237 1.361 0.0 0.0 0.0
N -2.625 -0.472 1.156 -0.1 0.0 0.0
H -1.569 -2.226 1.164 0.0 0.0 0.0
H -3.708 -3.478 1.670 0.0 0.0 0.0
H -5.670 -1.550 1.821 0.0 0.0 0.0
H -4.286 0.775 1.320 0.0 0.0 0.0
C 0.648 -9.871 1.830 0.0 0.0 0.0
C -0.326 -10.654 0.991 0.0 0.0 0.0
O -0.397 -11.859 1.006 0.0 0.0 0.0
S -1.437 -9.762 -0.083 0.0 0.0 0.0
C -1.014 -8.060 0.173 0.0 0.0 0.0
C -1.638 -7.324 1.177 0.0 0.0 0.0
C -1.293 -6.002 1.391 0.0 0.0 0.0
C -0.321 -5.364 0.602 0.0 0.0 0.0
C 0.283 -6.118 -0.419 0.0 0.0 0.0
C -0.060 -7.440 -0.631 0.0 0.0 0.0
C 0.037 -4.004 0.819 0.0 0.0 0.0
C 0.391 -2.835 0.976 -0.1 0.1 0.0
H 1.238 -10.575 2.412 0.0 0.0 0.0
H 0.117 -9.182 2.488 0.0 0.0 0.0
H 1.293 -9.261 1.199 0.0 0.0 0.0
H -2.388 -7.799 1.797 0.0 0.0 0.0
H -1.766 -5.438 2.184 0.0 0.0 0.0
H 1.026 -5.637 -1.040 0.0 0.0 0.0
H 0.417 -8.005 -1.423 0.0 0.0 0.0
```
Forces are in eV/Å.



Formula: ClH3N2O2S
Source: the Open Molecules 2025 dataset
Level of theory: wB97M-V/def2-TZVPD

Summary:
Maximum force = 4.68 eV/Å
DFT total energy = -30478.4235 eV
Charge = 0
Energy above the lowest of the compared OMol25 structures with the same formula, charge and spin = 134.41 kJ/mol
M = 130.6 g/mol

XYZ file:
```
9
Properties=species:S:1:pos:R:3:forces:R:3
N 0.128 0.272 0.154 0.7 -4.5 -1.0
N 0.401 -0.672 0.898 2.0 2.9 2.5
O -1.330 -0.708 -1.512 -1.6 0.1 0.3
O -3.754 0.026 -1.337 1.1 -0.6 -0.1
S -2.613 -0.577 -0.691 0.0 0.4 -0.6
Cl -1.873 1.327 0.581 -1.3 0.6 0.2
H -0.367 -0.112 -0.834 -0.3 1.2 0.4
H 0.526 1.088 0.511 0.8 2.1 0.0
H 0.031 -1.554 0.752 -1.3 -2.1 -1.7
```
Forces are in eV/Å.



Formula: C4H4F2NP
Source: the Open Molecules 2025 dataset
Level of theory: wB97M-V/def2-TZVPD

Summary:
Maximum force = 2.24 eV/Å
DFT total energy = -20424.2476 eV
Charge = 0
Energy above the lowest of the compared OMol25 structures with the same formula, charge and spin = 147.76 kJ/mol
M = 135.1 g/mol
SMILES = FP(F)n1cccc1

XYZ file:
```
12
Properties=species:S:1:pos:R:3:forces:R:3
F 0.108 -2.996 1.528 -0.8 -0.7 -0.5
P 0.634 -1.418 1.601 0.5 -0.8 -0.1
F 1.553 -0.910 2.853 0.5 1.2 0.7
N 0.149 -0.255 0.342 0.8 -1.3 1.6
C -0.682 -0.621 -0.701 -0.4 1.2 -1.0
C -0.865 0.495 -1.465 0.4 -0.1 0.7
C -0.079 1.561 -0.839 -0.8 0.3 -1.3
C 0.548 1.062 0.253 -0.3 1.2 -0.9
H -1.092 -1.610 -0.862 0.2 0.1 0.4
H -1.487 0.511 -2.348 0.2 0.3 0.0
H -0.055 2.579 -1.241 0.2 -0.4 0.3
H 1.270 1.602 0.879 -0.5 -0.8 0.0
```
Forces are in eV/Å.